Entry 1:
Formula: C2HNOS2
Source: OMol25
Level of theory: ωB97M-V/def2-TZVPD

Atoms and positions in Å:
C1 1.29 -0.36 0.01
C2 -1.45 0.25 0.38
N1 0.40 -1.15 -0.16
O1 2.01 0.54 0.03
S1 -0.65 1.69 0.73
S2 -2.03 1.20 -0.82
H1 0.44 -2.16 -0.17

Properties
Orbital gap   0.29929 Eh
LUMO   -0.0268 Ha
Energy relative to the best compared isomer or geometry (same formula, charge and spin)   2.404 eV
E_HOMO   -8.9 eV
Calculated total energy   -1003.05701 Ha

=====

Entry 2:
Formula: C2HO2S2
Source: OMol25
Level of theory: ωB97M-V/def2-TZVPD

Atoms and positions in Å:
C1 -1.13 -0.17 1.74
C2 -0.05 -0.28 -1.50
O1 -0.40 0.22 2.59
O2 -2.14 -0.58 1.30
S1 0.25 0.28 0.03
S2 1.26 0.11 -2.58
H1 2.21 0.41 -1.58

Properties
Orbital gap   0.24579 Eh
LUMO   0.1229 Ha
Charge   -1
Energy relative to the best compared isomer or geometry (same formula, charge and spin)   1.211 eV
E_HOMO   -3.3 eV
Calculated total energy   -1023.68078 Ha

=====

Entry 3:
Formula: C2HO2V
Source: OMol25
Level of theory: ωB97M-V/def2-TZVPD

Atoms and positions in Å:
O1 1.97 -0.66 1.02
C1 1.42 0.23 0.40
C2 0.07 0.14 -0.18
O2 -0.84 0.95 0.12
H1 2.00 1.04 -0.14
V1 -1.76 -0.41 -1.03

Properties
Orbital gap (spin up / spin down)   0.24828 / 0.31888 Eh
LUMO (spin up / spin down)   -0.0119 / -0.0053 Ha
Multiplicity   5
Energy relative to the best compared isomer or geometry (same formula, charge and spin)   0.623 eV
E_HOMO (spin up / spin down)   -7.1 / -8.8 eV
Calculated total energy   -1171.12155 Ha
Expectation value of S²   6.016

=====

Entry 4:
Formula: C2HO3PS
Source: OMol25
Level of theory: ωB97M-V/def2-TZVPD

Atoms and positions in Å:
O1 -1.67 0.35 1.33
P1 -1.62 -0.43 0.09
O2 -2.20 -1.81 0.22
O3 -1.79 0.30 -1.19
C1 0.42 -0.67 0.11
C2 1.29 0.17 0.20
S1 2.72 1.15 0.25
H1 2.85 0.93 -1.01

Properties
Orbital gap   0.16214 Eh
LUMO   0.1838 Ha
Charge   -2
Energy relative to the best compared isomer or geometry (same formula, charge and spin)   0.369 eV
E_HOMO   0.6 eV
Calculated total energy   -1042.04641 Ha
SMILES   O=P([O-])([O-])C#CS

=====

Entry 5:
Formula: C2HP
Source: OMol25
Level of theory: ωB97M-V/def2-TZVPD

Atoms and positions in Å:
C1 0.12 0.79 -2.03
C2 0.23 1.89 -2.66
P1 -0.19 -0.69 -1.35
H1 0.14 -0.27 0.25

Properties
Orbital gap   0.26846 Eh
LUMO   -0.0992 Ha
Energy relative to the best compared isomer or geometry (same formula, charge and spin)   1.032 eV
E_HOMO   -10.0 eV
Calculated total energy   -417.95202 Ha

=====

Entry 6:
Formula: C2INO3
Source: OMol25
Level of theory: ωB97M-V/def2-TZVPD

Atoms and positions in Å:
O1 0.60 -2.47 0.20
C1 -0.16 -1.58 0.14
N1 -0.77 -0.55 0.18
I1 -2.69 -0.09 -0.25
O2 0.73 1.98 0.94
C2 0.97 1.50 -0.08
O3 1.33 1.21 -1.13

Properties
Orbital gap   0.32553 Eh
LUMO   -0.0457 Ha
Energy relative to the best compared isomer or geometry (same formula, charge and spin)   0.000 eV
E_HOMO   -10.1 eV
Calculated total energy   -654.39699 Ha
SMILES   O=C=NI.O=C=O

=====

Entry 7:
Formula: C2MnO4
Source: OMol25
Level of theory: ωB97M-V/def2-TZVPD

Atoms and positions in Å:
O1 2.52 -0.44 -0.29
C1 3.61 -0.59 0.01
O2 -0.69 0.18 1.05
O3 -1.37 -0.01 -1.04
C2 -1.71 0.29 0.20
O4 -2.80 0.77 0.52
Mn1 0.44 -0.19 -0.45

Properties
Orbital gap (spin up / spin down)   0.27085 / 0.26425 Eh
LUMO (spin up / spin down)   -0.0421 / -0.0632 Ha
Multiplicity   6
Energy relative to the best compared isomer or geometry (same formula, charge and spin)   0.000 eV
E_HOMO (spin up / spin down)   -8.5 / -8.9 eV
Calculated total energy   -1528.14481 Ha
Expectation value of S²   8.762

=====

Entry 8:
Formula: C2N2
Source: OMol25
Level of theory: ωB97M-V/def2-TZVPD

Atoms and positions in Å:
N1 1.90 0.00 0.00
C1 0.76 0.01 0.01
C2 -0.76 -0.01 -0.01
N2 -1.90 0.00 0.00

Properties
Orbital gap   0.48695 Eh
LUMO   0.0030 Ha
Energy relative to the best compared isomer or geometry (same formula, charge and spin)   0.257 eV
E_HOMO   -13.2 eV
Calculated total energy   -185.66885 Ha
SMILES   N#CC#N

=====

Entry 9:
Formula: C2N2O3
Source: OMol25
Level of theory: ωB97M-V/def2-TZVPD

Atoms and positions in Å:
N1 -1.77 -1.26 -0.17
C1 -1.42 -0.14 -0.12
N2 -1.29 1.11 -0.16
O1 -0.63 1.95 0.36
O2 1.19 -0.15 -0.90
C2 1.70 -0.54 0.03
O3 2.24 -0.97 0.97

Properties
Orbital gap (spin up / spin down)   0.29496 / 0.29477 Eh
LUMO (spin up / spin down)   -0.0870 / -0.0863 Ha
Energy relative to the best compared isomer or geometry (same formula, charge and spin)   0.568 eV
E_HOMO (spin up / spin down)   -10.4 / -10.4 eV
Calculated total energy   -411.32479 Ha
SMILES   N#CN=O.O=C=O

=====

Entry 10:
Formula: C2N2O4S
Source: OMol25
Level of theory: ωB97M-V/def2-TZVPD

Atoms and positions in Å:
C1 -2.52 0.01 0.01
C2 2.52 -0.05 0.02
N1 -1.10 0.37 0.11
N2 1.14 0.35 0.11
O1 -2.77 -1.18 0.14
O2 2.77 -1.25 0.09
O3 -3.31 0.94 -0.17
O4 3.20 0.97 -0.11
S1 0.04 -0.52 -0.42

Properties
Orbital gap (spin up / spin down)   0.26221 / 0.26223 Eh
LUMO (spin up / spin down)   0.2409 / 0.2409 Ha
Charge   -2
Energy relative to the best compared isomer or geometry (same formula, charge and spin)   2.824 eV
E_HOMO (spin up / spin down)   -0.6 / -0.6 eV
Calculated total energy   -884.85888 Ha

=====

Entry 11:
Formula: C2N2O5
Source: OMol25
Level of theory: ωB97M-V/def2-TZVPD

Atoms and positions in Å:
C1 -1.85 0.27 0.02
C2 1.69 0.34 -0.01
N1 0.63 -1.87 0.31
N2 0.62 -0.80 -0.07
O1 -1.92 -0.06 1.20
O2 1.73 0.91 1.03
O3 -0.61 0.00 -0.72
O4 -2.68 0.81 -0.73
O5 2.38 0.40 -1.03

Properties
Orbital gap (spin up / spin down)   0.14676 / 0.29080 Eh
LUMO (spin up / spin down)   0.2578 / 0.2477 Ha
Multiplicity   3
Charge   -2
Energy relative to the best compared isomer or geometry (same formula, charge and spin)   0.000 eV
E_HOMO (spin up / spin down)   3.0 / -1.2 eV
Calculated total energy   -561.77151 Ha
Expectation value of S²   2.021

=====

Entry 12:
Formula: C2NO3
Source: OMol25
Level of theory: ωB97M-V/def2-TZVPD

Atoms and positions in Å:
N1 -1.23 1.60 1.15
C1 -0.79 1.11 0.13
O1 0.13 0.60 -0.84
C2 0.56 -0.72 -0.29
O2 1.69 -0.85 0.28
O3 -0.38 -1.74 -0.43

Properties
Orbital gap   0.32259 Eh
LUMO   0.1475 Ha
Charge   -1
Energy relative to the best compared isomer or geometry (same formula, charge and spin)   2.587 eV
E_HOMO   -4.8 eV
Calculated total energy   -356.69457 Ha
SMILES   N#COC(=O)[O-]